Record 1
66
Properties=species:S:1:pos:R:3:forces:R:3 method="wB97M-V/def2-TZVPD" e_tot_ha=-3003.12833 homo_lumo_gap_ha="0.2820 / 0.1571" spin_multiplicity=3 fmax_ev_per_a=1.30 e_lumo_ha="-0.008 / -0.132" homo_ev="-7.88 / -7.87"
Au 0.2775 -0.5714 -1.9758 0.41 0.22 0.02
F -4.9132 -4.2346 -1.7395 0.09 0.08 0.08
C -4.4375 -3.2891 -0.9055 -0.25 -0.22 0.17
F -3.3129 -3.7594 -0.3611 -0.07 0.08 -0.02
F -5.3368 -3.1690 0.0987 0.12 -0.04 -0.16
C -4.2976 -1.9730 -1.6275 0.25 0.01 0.02
C -5.4803 -1.2978 -1.8947 0.01 0.03 0.02
C -5.4489 -0.0875 -2.5626 0.02 -0.07 -0.01
C -4.2066 0.4138 -2.9455 -0.08 -0.04 -0.08
N -3.0869 -0.2297 -2.6979 0.55 0.30 -0.09
C -3.0855 -1.3912 -2.0598 -0.51 -0.10 0.15
S -1.5417 -2.1750 -1.8403 -0.01 0.14 -0.15
H -6.4161 -1.7293 -1.5655 -0.02 0.03 -0.02
H -6.3604 0.4487 -2.7854 0.01 0.03 0.03
H -4.0929 1.3593 -3.4668 -0.10 -0.03 0.02
C -0.1013 -1.9867 5.4112 -0.03 -0.03 -0.05
C 0.3497 -2.2078 3.9943 -0.01 0.01 -0.01
C 1.6815 -2.4633 3.6854 0.01 0.04 -0.01
C 2.0717 -2.7415 2.3837 0.05 0.01 -0.02
C 1.1180 -2.7603 1.3810 -0.06 -0.30 -0.30
C -0.2150 -2.5051 1.6636 0.04 0.01 0.08
C -0.5902 -2.2206 2.9640 0.00 0.02 -0.01
S 1.5979 -3.1777 -0.2816 0.61 1.14 -0.09
O 0.4629 -3.7243 -0.9669 -0.27 -0.05 0.13
O 2.7903 -3.9711 -0.1962 0.05 0.02 -0.02
N 1.8813 -1.6957 -0.9657 -0.89 -0.88 -0.19
C 3.1159 -1.0900 -1.0377 0.84 0.06 0.29
C 4.2858 -1.5094 -0.4035 -0.63 0.11 -0.21
C 5.4761 -0.7817 -0.5060 0.19 0.22 -0.04
C 5.5623 0.3736 -1.2328 0.14 -0.06 0.12
C 4.4251 0.8319 -1.9213 -0.25 -0.14 0.00
C 4.4271 1.9934 -2.7235 -0.15 0.00 -0.06
C 3.2998 2.3632 -3.4035 0.25 0.02 0.03
C 2.1471 1.5778 -3.2800 -0.15 -0.05 -0.08
N 2.1181 0.5088 -2.5167 -0.32 0.04 0.12
C 3.2133 0.1026 -1.8295 0.34 -0.14 0.12
H 0.7289 -1.7365 6.0692 0.01 0.00 -0.01
H -0.5723 -2.8981 5.7859 0.02 0.03 0.08
H -0.8443 -1.1910 5.4658 0.02 0.02 0.02
H 2.4265 -2.4609 4.4715 -0.02 0.01 0.03
H 3.1029 -2.9669 2.1465 -0.03 -0.02 0.05
H -0.9501 -2.5718 0.8756 -0.10 0.01 -0.06
H -1.6317 -2.0257 3.1927 0.00 -0.02 -0.01
H 4.2680 -2.4216 0.1640 0.08 -0.06 0.06
H 6.3513 -1.1485 0.0153 -0.02 -0.02 0.01
H 6.4827 0.9404 -1.2867 0.01 -0.03 -0.03
H 5.3371 2.5762 -2.7969 0.00 0.01 0.01
H 3.2777 3.2457 -4.0262 -0.02 -0.02 -0.02
H 1.2302 1.8222 -3.8013 0.00 0.05 0.08
O -1.0748 3.3885 -2.9734 0.16 -0.31 0.08
C -0.8439 2.4323 -2.2355 -0.34 0.56 0.26
O -0.6235 1.2526 -2.6979 0.00 -0.51 -0.13
C -0.8640 2.6961 -0.7309 0.06 -0.21 -0.21
C -0.6855 1.7118 0.2299 -0.02 0.08 -0.15
C -0.7103 1.9902 1.5991 -0.01 -0.01 0.15
C -0.9305 3.2945 1.9562 -0.04 0.19 -0.16
O -1.0067 3.8365 3.2102 0.04 -0.16 0.00
C -1.2770 5.2229 3.0289 -0.05 0.18 0.20
O -1.3151 5.4909 1.6353 0.01 0.04 -0.14
C -1.1160 4.2894 1.0031 0.03 -0.23 0.13
C -1.0879 4.0255 -0.3391 0.01 0.12 0.12
H -0.5278 0.6888 -0.0782 -0.01 -0.09 0.05
H -0.5645 1.2142 2.3388 0.00 0.00 -0.01
H -0.4860 5.8139 3.4986 0.03 -0.06 -0.07
H -2.2434 5.4686 3.4802 0.00 -0.06 -0.07
H -1.2277 4.7889 -1.0901 -0.01 -0.01 -0.01

Record 2
74
Properties=species:S:1:pos:R:3:forces:R:3 method="wB97M-V/def2-TZVPD" e_tot_ha=-5210.78033 homo_lumo_gap_ha="0.2295 / 0.2262" relative_energy_ev=0.0000 spin_multiplicity=2 fmax_ev_per_a=0.36 e_lumo_ha="-0.057 / -0.063" homo_ev="-7.80 / -7.87"
Ti 0.5522 1.0663 1.4003 -0.06 0.32 -0.16
O 4.4673 1.2202 -0.6934 0.00 0.02 -0.01
C 4.8517 -0.0357 -0.4062 0.03 -0.01 0.07
C 6.0244 -0.4828 -1.0181 -0.01 -0.01 0.00
C 6.4966 -1.7528 -0.7737 0.01 0.01 -0.01
C 5.8164 -2.6153 0.0879 0.00 -0.01 0.00
C 4.6618 -2.1826 0.6952 -0.02 0.00 0.00
C 4.1572 -0.8933 0.4664 -0.01 0.08 -0.04
C 2.9125 -0.4916 1.1224 0.01 -0.09 0.03
O 2.3735 0.6761 0.8255 0.17 -0.04 -0.09
N 2.3425 -1.2924 1.9867 -0.09 -0.04 0.07
N 1.1628 -0.7163 2.3745 -0.09 -0.16 0.20
C 0.4468 -1.2500 3.2948 0.10 0.13 -0.11
C -0.7634 -0.5103 3.6353 0.17 0.02 -0.13
C -1.6858 -0.9554 4.5667 -0.08 0.09 0.01
C -2.8008 -0.1734 4.8264 0.06 -0.04 -0.02
C -2.9492 1.0270 4.1505 0.03 0.00 -0.03
C -1.9854 1.4053 3.2311 -0.05 -0.03 0.05
N -0.9098 0.6584 2.9640 -0.15 -0.15 0.21
H 3.6309 1.4008 -0.2315 -0.03 -0.02 -0.01
H 6.5399 0.1964 -1.6833 0.00 0.00 0.00
H 7.4062 -2.0822 -1.2596 0.00 0.00 0.00
H 6.1898 -3.6129 0.2717 0.00 0.00 0.00
H 4.1096 -2.8293 1.3623 0.01 -0.01 0.00
H 0.7319 -2.1711 3.7925 0.00 -0.01 -0.03
H -1.5247 -1.8973 5.0724 0.00 -0.01 0.00
H -3.5413 -0.4964 5.5455 0.00 0.00 0.00
H -3.8014 1.6690 4.3201 0.00 0.00 0.00
H -2.0749 2.3334 2.6850 0.02 0.00 -0.02
C -0.5293 1.0488 -3.9999 -0.02 0.02 0.02
Si 0.4575 0.8763 -2.4082 0.02 0.01 0.02
C 1.0975 2.5950 -1.9720 0.00 0.00 -0.01
C 1.9258 -0.2410 -2.7731 0.00 -0.03 0.03
Ge -0.7900 0.0223 -0.5536 0.00 0.00 -0.12
Si -3.0208 0.8370 -0.7365 0.01 0.02 0.02
C -4.1349 0.0084 0.5401 0.01 0.02 0.02
C -3.0663 2.6986 -0.4706 -0.02 0.00 -0.01
C -3.7972 0.4889 -2.4122 0.02 0.01 -0.01
Si -0.8633 -2.3479 -0.6689 -0.01 -0.01 0.05
C 0.8509 -3.1154 -0.6730 0.01 -0.02 0.00
C -1.7666 -2.9432 -2.2056 -0.01 0.04 -0.02
C -1.7709 -3.0170 0.8440 0.06 -0.04 0.00
H 0.1409 1.3241 -4.8189 0.00 0.00 -0.01
H -1.2859 1.8316 -3.9139 0.01 -0.01 -0.01
H -1.0345 0.1195 -4.2706 0.00 0.00 0.00
H 1.6793 2.9998 -2.8046 0.01 0.01 0.01
H 1.7468 2.5977 -1.0924 -0.01 -0.01 -0.01
H 0.2756 3.2870 -1.7728 -0.01 -0.01 0.00
H 2.6084 0.2506 -3.4712 0.01 -0.01 -0.01
H 1.5939 -1.1783 -3.2268 0.00 0.02 -0.02
H 2.4919 -0.4931 -1.8735 -0.01 0.02 -0.02
H -3.6755 -0.0475 1.5288 0.00 0.00 0.00
H -4.3721 -1.0108 0.2283 -0.01 -0.02 0.00
H -5.0779 0.5550 0.6318 -0.01 -0.01 0.00
H -2.7832 2.9830 0.5445 0.00 0.00 0.00
H -4.0746 3.0807 -0.6528 0.00 0.01 0.01
H -2.3889 3.2160 -1.1546 0.01 -0.01 0.00
H -3.7830 -0.5758 -2.6506 0.00 0.00 0.00
H -3.2853 1.0160 -3.2177 -0.01 0.00 0.01
H -4.8400 0.8190 -2.4012 -0.01 0.00 -0.01
H 1.4635 -2.7565 -1.5021 -0.02 -0.01 0.02
H 0.7598 -4.2017 -0.7684 0.02 0.00 0.01
H 1.3864 -2.9018 0.2541 0.01 0.00 0.01
H -1.2985 -2.5498 -3.1111 0.00 -0.01 0.00
H -2.8103 -2.6237 -2.2061 -0.01 -0.01 0.00
H -1.7474 -4.0348 -2.2614 0.00 -0.01 -0.01
H -1.2380 -2.7459 1.7594 -0.01 -0.01 -0.01
H -1.8262 -4.1086 0.8025 -0.01 0.00 0.01
H -2.7868 -2.6288 0.9229 -0.02 0.02 -0.01
N -0.9484 7.1201 0.0420 0.00 0.01 -0.01
C -0.9439 6.2077 0.7482 0.02 -0.02 -0.01
N -1.0021 5.2040 1.6149 0.04 0.01 0.10
C -0.4186 4.1048 1.4979 -0.09 -0.04 -0.23
N 0.0446 3.0182 1.4735 0.03 0.04 0.19

Record 3
21
Properties=species:S:1:pos:R:3:forces:R:3 method="wB97M-V/def2-TZVPD" e_tot_ha=-642.64401 homo_lumo_gap_ha=0.2989 relative_energy_ev=2.6585 total_charge=+1 fmax_ev_per_a=4.67 e_lumo_ha=-0.141 homo_ev=-11.98
C 1.1342 -0.5778 -1.0987 -0.31 -2.05 -0.55
C 1.4039 -1.4809 1.0013 -2.21 0.45 -0.74
C 1.2701 -2.6197 -0.0399 -1.03 1.43 -0.36
C -2.6536 2.3666 -0.6026 0.08 -0.53 -0.48
C 1.5633 1.0442 0.6319 2.64 3.31 -1.97
C -1.8251 1.1649 -0.5310 0.01 -0.45 -0.02
N 1.4225 -0.2385 0.1175 0.05 -2.95 -0.08
N 1.0294 -1.9135 -1.3202 0.29 2.19 0.62
I -2.9635 -0.5102 0.2076 0.51 0.63 -0.12
H 0.4517 -1.3683 1.6114 1.35 -0.23 -0.38
H 2.2843 -1.6269 1.6017 0.27 0.44 0.24
H 2.1164 -3.2153 -0.0523 2.01 -0.86 -0.47
H 0.4888 -3.2994 0.1244 -1.39 -0.64 0.58
H -3.2129 1.9494 -1.5312 0.25 0.84 0.94
H -3.3504 2.4398 0.2725 0.29 0.52 -1.07
H -2.0583 3.2783 -0.9362 -0.95 -1.07 0.71
H 1.1844 1.7773 -0.1286 0.43 -0.65 0.51
H 0.9688 1.2370 1.4618 -0.84 -0.09 1.83
H 2.6788 1.3106 0.7968 -1.85 -0.48 0.10
H 0.9576 0.0371 -1.9615 0.01 0.83 0.26
H 0.4143 -2.1470 -2.0973 0.39 -0.66 0.46